Entry 1:
Entry from OMol25: the ion C5H14N3S with charge +1 at a distorted geometry (the ωB97M-V functional and the def2-TZVPD basis).

Results
- <S²>: 2.007
- Total charge: +1
- Energy above the lowest of the compared OMol25 structures with the same formula, charge and spin: 0.00 kJ/mol
- Multiplicity: 3
- LUMO energy (alpha / beta): -3.27 / -5.28 eV
- DFT total energy: -20705.6178 eV

Positions of all 23 atoms, in Å:
C -0.197 1.917 0.029
C 0.424 -1.210 -0.489
C 1.214 -0.171 0.204
C -1.904 -0.030 0.337
C 2.736 -0.472 0.101
N 0.938 1.107 -0.387
N 0.390 -2.410 -0.183
N -1.680 1.420 -0.211
S -3.463 -0.664 -0.208
H -0.166 1.996 1.196
H -0.070 2.849 -0.518
H -0.240 -0.810 -1.214
H 1.032 -0.074 1.254
H -1.696 0.103 1.448
H 3.195 0.333 0.565
H 3.093 -0.449 -0.846
H 2.731 -1.496 0.504
H 1.159 1.083 -1.336
H 0.928 -2.853 0.525
H -0.051 -3.077 -0.817
H -2.327 2.098 0.265
H -1.956 1.406 -1.208
H -4.090 -0.596 0.991

Mulliken population analysis, charges in e, atoms 1 to 5: -0.740 -0.802 0.220 -0.353 -1.465



Entry 2:
Entry from OMol25: a structure of composition C50H41Cl3FeIN2PS2Si (the ωB97M-V functional and the def2-TZVPD basis).

Results
- Multiplicity: 1
- LUMO energy: -0.38 eV
- DFT total energy: -174390.5502 eV

Positions of all 102 atoms, in Å:
Fe -0.659 0.999 0.303
I -0.340 3.566 0.541
C 0.255 3.815 2.523
C 1.045 4.930 2.643
C 1.329 5.493 3.902
C 0.744 4.955 4.999
C -0.045 3.781 4.909
C -0.622 3.292 6.106
C -1.348 2.147 6.108
C -1.428 1.397 4.922
C -0.897 1.813 3.727
P -0.606 0.459 2.491
C -2.571 1.260 0.616
C -3.122 0.359 -0.298
C -4.500 0.216 -0.452
C -5.351 0.997 0.310
C -4.822 1.926 1.203
C -3.451 2.058 1.351
C 0.754 -0.364 3.431
C 0.477 -1.281 4.447
C 1.503 -1.927 5.109
C 2.828 -1.677 4.763
C 3.111 -0.763 3.764
C 2.076 -0.110 3.106
C -0.253 3.107 3.668
H 1.428 5.412 1.755
H 1.957 6.371 3.969
H 0.875 5.404 5.975
H -0.455 3.849 7.018
H -1.794 1.766 7.015
H -1.877 0.419 4.988
H -2.473 -0.259 -0.930
H -4.894 -0.500 -1.160
H -6.424 0.899 0.201
H -5.489 2.547 1.788
H -3.072 2.791 2.057
H -0.546 -1.514 4.716
H 1.271 -2.639 5.891
H 3.629 -2.200 5.268
H 4.133 -0.561 3.475
H 2.318 0.612 2.342
S -3.198 -2.856 -2.340
C -1.858 -3.401 -3.113
N -1.710 -4.667 -3.507
C -0.468 -5.148 -4.090
C 0.104 -4.087 -4.974
N 0.292 -2.875 -4.193
C 1.409 -2.023 -4.607
C 2.711 -2.780 -4.573
C 3.253 -3.160 -3.349
C 4.435 -3.880 -3.301
C 5.088 -4.230 -4.477
C 4.555 -3.854 -5.698
C 3.368 -3.132 -5.743
C -0.708 -2.428 -3.413
S -0.767 -0.905 -2.806
C -2.672 -5.702 -3.165
C -3.561 -6.072 -4.320
C -3.543 -7.377 -4.798
C -4.353 -7.760 -5.859
C -5.186 -6.829 -6.457
C -5.206 -5.522 -5.986
C -4.402 -5.143 -4.925
H -0.690 -6.036 -4.683
H 0.241 -5.423 -3.301
H -0.565 -3.888 -5.820
H 1.069 -4.410 -5.362
H 1.431 -1.170 -3.934
H 1.213 -1.649 -5.618
H 2.751 -2.877 -2.437
H 4.854 -4.158 -2.343
H 6.012 -4.790 -4.438
H 5.061 -4.118 -6.617
H 2.954 -2.833 -6.699
H -3.240 -5.362 -2.299
H -2.100 -6.588 -2.879
H -2.890 -8.106 -4.332
H -4.329 -8.781 -6.214
H -5.818 -7.118 -7.285
H -5.858 -4.792 -6.447
H -4.428 -4.124 -4.556
C -0.813 -4.798 1.548
C 0.115 -3.744 1.380
C -0.233 -2.462 1.686
C -1.517 -2.152 2.205
C -1.897 -0.838 2.630
C -3.178 -0.609 3.042
C -4.134 -1.648 3.097
C -3.775 -2.917 2.764
C -2.457 -3.198 2.319
C -2.074 -4.522 1.984
H -0.527 -5.814 1.315
H 1.104 -3.943 0.991
H 0.499 -1.678 1.506
H -3.492 0.389 3.313
H -5.145 -1.420 3.407
H -4.487 -3.730 2.826
H -2.810 -5.310 2.082
Cl 2.029 1.284 -2.509
Si 1.574 0.714 -0.519
Cl 2.553 -1.157 -0.337
Cl 2.957 2.032 0.440

Mulliken population analysis, charges in e, atoms 1 to 5: -0.779 0.299 -0.067 -0.676 -0.897